1.
15 unconnected molecules or ions with the total composition C69H164N4O15 in a non-equilibrium geometry. Source: the OMol25 dataset; level of theory: the ωB97M-V functional and the def2-TZVPD basis.

Summary:
HOMO energy, eV: -8.59
Orbital gap, hartree: 0.3355
Energy relative to the best compared isomer or geometry (same formula, charge and spin), kcal per mole: 89.9
Net charge: 0

Last column: Mulliken charge in e.
Positions of all 252 atoms, in Å:
O1 4.79182 -0.26496 -2.77103  -0.68
O2 6.57638 -2.26958 4.05393  -0.59
O3 2.64557 -6.21602 2.38596  -0.71
O4 -5.55126 0.71470 -4.79522  -0.57
O5 -5.89127 -1.86160 -0.20908  -0.05
O6 3.36813 2.26299 -2.74602  1.73
O7 -1.00946 -4.49220 -1.80264  -0.14
O8 -5.71174 0.09790 2.04892  -0.42
O9 7.29533 4.12403 2.80078  -0.62
O10 -6.00722 0.47734 -1.87797  0.50
O11 2.16241 0.04695 -4.02512  0.39
O12 -0.38386 3.61536 -0.96798  0.93
O13 -0.40301 0.78687 1.92729  -0.74
O14 0.01582 -6.31096 3.17502  -0.16
O15 -1.50862 3.88845 2.53750  -0.52
N1 -1.25632 -7.01369 3.50229  -0.31
N2 -0.84462 4.79560 -0.26498  0.57
N3 -0.68591 0.79098 0.47865  1.82
N4 6.61860 3.06415 2.07060  1.15
C1 -5.82724 -3.28656 -0.56854  0.19
C2 -5.97983 -3.42626 -2.11098  -1.62
C3 -1.18224 5.81579 -2.56535  -1.68
C4 -1.45945 -6.85859 4.92702  2.04
C5 0.39312 5.42648 0.20513  2.26
C6 2.04590 0.24405 -5.47065  1.03
C7 -3.27979 5.21213 3.47180  -1.28
C8 8.78556 2.12728 1.38206  -2.00
C9 3.45641 3.29855 -3.66948  0.98
C10 -2.25359 -1.15131 1.09907  -1.04
C11 4.63917 3.55852 3.33403  -1.69
C12 -0.37565 -7.60188 5.68454  -1.81
C13 4.65186 3.20023 -4.56520  -1.67
C14 0.05972 6.78827 0.75795  -1.43
C15 -0.35713 -4.73790 -3.09964  1.02
C16 -7.73893 -0.05963 3.07849  -1.40
C17 -1.10023 -0.81630 -1.87407  0.17
C18 -2.86328 3.87258 2.91764  1.56
C19 0.46878 0.21644 -0.17540  2.17
C20 -2.28786 -0.13581 -1.18991  -0.54
C21 5.12022 4.85395 1.22024  -1.65
C22 5.24749 3.48607 1.96735  1.60
C23 -8.41491 0.11866 -2.11539  -1.57
C24 2.51194 -5.02499 1.55939  1.82
C25 2.81225 -0.94336 -6.15870  -1.68
C26 -2.01463 0.19825 0.30759  3.65
C27 -3.26201 1.03642 -5.29512  -1.02
C28 -3.07201 1.20454 0.70574  -0.92
C29 -2.02993 6.89681 -0.52706  -1.16
C30 4.44568 2.47074 1.11740  0.29
C31 4.23117 -2.60322 -2.69013  -1.18
C32 2.19723 3.54900 -4.38182  -0.95
C33 -2.01016 -6.75425 1.21791  -2.27
C34 1.62486 1.18027 0.06105  -0.10
C35 -4.65151 1.75816 -4.96848  0.21
C36 3.18007 -5.41217 0.23698  -1.52
C37 -4.43858 2.72155 -3.79793  -0.88
C38 -4.01830 -7.01893 4.50236  -0.76
C39 -2.32457 -6.40764 2.69866  2.52
C40 -2.31551 -4.86017 2.70133  -1.63
C41 -3.05675 4.75817 -1.28245  -1.55
C42 6.17685 0.00926 3.53328  -0.05
C43 -2.90242 2.81504 4.06231  -1.47
C44 -0.75986 7.68295 -0.17771  -0.65
C45 6.36827 -1.67520 -1.66577  -0.99
C46 7.47544 -1.65958 1.96207  -0.63
C47 7.68136 3.76542 -0.13726  -1.66
C48 -1.71169 5.51596 -1.16037  1.42
C49 -7.42048 2.31197 -1.41662  -1.42
C50 0.98417 -1.09377 0.51391  -2.08
C51 1.17438 -4.73490 -2.91492  -0.92
C52 -6.59151 0.89918 2.88155  0.53
C53 1.44439 5.51698 -0.89968  -0.79
C54 7.40979 2.66535 0.88035  1.75
C55 1.00695 4.50499 1.31009  -0.96
C56 0.14954 0.00586 -1.61641  -0.71
C57 7.16638 -1.12647 3.40705  0.29
C58 3.16283 -3.85149 2.21505  -1.10
C59 5.17649 2.06642 -0.09880  1.18
C60 -3.69377 -7.04820 3.01283  -1.15
C61 6.60616 1.58037 0.20875  0.10
C62 0.58871 0.47584 -5.74249  -1.35
C63 -1.50707 -5.49799 5.50228  -1.87
C64 -7.07147 2.21953 2.28492  -1.00
C65 -4.64760 -4.15740 -0.12397  -0.55
C66 -2.79428 -7.58064 5.29927  -1.47
C67 4.84963 -1.41517 -1.89730  1.63
C68 -7.27984 0.80079 -1.24152  1.85
C69 -0.88184 -6.01551 -3.64031  -2.07
H1 0.45746 -7.02188 2.66311  0.32
H2 8.20927 -1.03159 1.42344  0.31
H3 6.52034 -2.76669 -1.53178  0.43
H4 -7.49869 2.85905 3.16565  0.37
H5 -1.34696 -4.51990 2.88649  0.58
H6 9.28310 1.72815 0.50749  0.45
H7 6.93173 -1.31933 -2.55684  0.26
H8 6.50492 -1.63080 1.45768  -0.28
H9 4.57813 1.28848 -0.60224  -1.85
H10 -1.03347 8.60935 0.31084  0.54
H11 0.94979 7.22986 1.16771  0.47
H12 3.55816 -1.20121 -5.45882  0.37
H13 -2.77288 5.40682 4.49416  0.24
H14 -0.60520 1.71633 2.20587  0.19
H15 -8.18217 -0.37295 2.09110  0.19
H16 -0.66180 -8.22929 6.58699  0.33
H17 -0.41370 5.14310 -2.87413  0.12
H18 -2.59294 -8.64018 5.02792  0.42
H19 7.13325 1.26209 -0.73247  0.69
H20 -2.71737 -6.49435 0.46992  0.36
H21 -6.21829 2.60986 1.75910  0.16
H22 6.75343 -1.24505 -0.71860  -0.12
H23 9.32609 2.96677 1.78115  0.49
H24 -5.23352 3.37650 -3.59793  0.54
H25 -4.34887 5.07591 3.71664  0.46
H26 -0.60951 -3.87451 -3.71723  0.13
H27 5.01918 4.44637 3.91430  0.43
H28 -6.89394 -2.94299 -2.40256  0.31
H29 1.52035 2.22408 -0.18782  -0.50
H30 -1.86286 5.71567 -3.34652  0.54
H31 -5.83085 -1.85095 0.74783  -0.03
H32 -0.14285 7.90198 -1.07685  0.30
H33 4.25551 -5.65583 0.42037  0.36
H34 -2.94677 2.18326 0.16243  -1.20
H35 -2.62227 -4.46056 1.75166  -0.21
H36 -0.50710 -6.24932 -4.56309  0.50
H37 1.64867 4.57707 -1.26381  -0.36
H38 -0.67431 -6.84493 -3.01532  0.40
H39 6.33225 -2.17622 4.99091  0.31
H40 -6.12645 -4.46906 -2.35666  0.52
H41 4.81506 2.63069 3.96087  0.21
H42 3.07933 -0.20271 -3.81005  -0.34
H43 5.06609 2.79902 -0.84711  0.07
H44 -0.85872 6.89730 -2.58254  0.23
H45 7.82330 -2.70175 2.02893  0.45
H46 4.84203 4.09246 -5.16082  0.43
H47 1.53585 -3.77193 -2.60561  -0.12
H48 7.89895 4.64952 0.45151  0.35
H49 1.94609 1.09715 1.10216  1.28
H50 -7.42169 -1.03699 3.50406  0.35
H51 -2.93333 -7.40425 6.36890  0.47
H52 5.35214 4.73428 0.15247  0.11
H53 -3.56546 3.59450 2.11878  -0.41
H54 -4.79896 0.45830 1.85214  0.03
H55 5.27339 -0.21507 2.94827  -0.13
H56 2.64103 1.63180 -2.90326  -1.03
H57 -2.90031 0.32130 -4.50787  -0.08
H58 -3.34136 0.43240 -6.15985  0.56
H59 1.37322 3.39287 -3.64077  -0.11
H60 -1.43943 -5.55180 6.58940  0.50
H61 -3.13149 1.49600 1.76465  0.84
H62 -1.30477 -0.75339 -2.92645  1.12
H63 0.72516 3.45390 1.12511  -0.03
H64 -7.54581 2.55655 -2.46941  0.41
H65 -1.93468 -5.93664 -3.74858  0.46
H66 -1.63497 -7.75876 1.12339  0.50
H67 -3.15102 6.07901 2.77522  0.27
H68 1.43060 -5.60674 -2.22114  0.09
H69 3.16471 -0.63982 -7.04765  0.48
H70 -2.45096 -5.06711 5.18223  0.41
H71 3.55576 4.25725 -3.13751  0.13
H72 -9.45422 0.42281 -1.91896  0.41
H73 -1.34454 4.39069 1.74961  -0.11
H74 0.47344 0.88482 -6.73828  0.56
H75 -2.57714 0.82012 -1.77570  -0.66
H76 -0.74005 -4.85069 5.10432  0.24
H77 -2.40805 3.26300 4.93444  0.48
H78 7.47834 3.59876 3.58940  0.32
H79 3.45110 2.84313 0.87614  -0.68
H80 -6.74604 -3.73015 -0.11920  0.32
H81 1.19707 6.17184 -1.76261  0.37
H82 0.69245 4.78327 2.31765  0.90
H83 -6.06027 1.05982 3.80979  0.45
H84 3.24145 -2.33589 -3.00317  0.08
H85 -1.60437 -1.19056 1.98156  0.15
H86 1.00588 -0.40757 -2.10580  -0.03
H87 -7.23715 0.42111 -0.14156  -0.60
H88 0.15769 1.28642 -5.09811  -0.05
H89 -3.71974 5.21138 -2.04843  0.59
H90 2.09160 4.60041 1.17655  -0.98
H91 -3.61751 4.77857 -0.35239  0.19
H92 5.71108 5.62959 1.70048  0.46
H93 -3.61118 3.39711 -4.11966  0.35
H94 4.24205 -4.03352 2.26330  0.41
H95 1.43712 -4.74670 1.36065  -0.37
H96 1.09814 -0.91225 1.59278  0.55
H97 1.92590 -1.34313 0.04285  -0.17
H98 -4.87633 -7.57858 4.73889  0.52
H99 -3.94455 2.45176 4.20665  0.12
H100 -1.03665 -1.89221 -1.44348  -1.10
H101 0.23175 -1.81698 0.27482  0.25
H102 2.01328 2.94056 -5.36096  0.15
H103 2.59615 -5.91876 3.33303  0.37
H104 4.59060 2.35453 -5.27179  0.19
H105 -2.88089 3.72594 -1.63147  -0.18
H106 6.51005 0.72019 0.86508  -1.23
H107 0.22042 -8.31635 5.05831  0.34
H108 -4.47506 -6.60658 2.40613  0.31
H109 -8.50383 -0.97899 -1.92613  0.25
H110 8.57751 3.51539 -0.70619  0.57
H111 -3.35138 -1.15414 1.35330  0.22
H112 4.29673 -1.22325 -1.03543  -0.27
H113 -8.27937 0.27825 -3.19581  0.27
H114 1.65613 -4.90915 -3.83227  0.63
H115 -4.20338 -5.97338 4.77131  0.31
H116 -1.08569 -6.21053 0.88440  0.25
H117 2.13895 4.62808 -4.67726  0.49
H118 2.67228 1.10462 -5.73349  -0.02
H119 2.55087 0.84642 -0.44965  -1.00
H120 4.84431 -2.75080 -3.59041  0.37
H121 -5.61864 -0.23670 -1.29444  -0.64
H122 3.04922 -2.98584 1.52334  -0.18
H123 -0.47816 6.70674 1.74615  0.27
H124 -3.17787 -0.79206 -1.26039  -0.23
H125 -4.51963 -4.16479 0.94247  0.32
H126 -5.68543 0.54538 -3.87612  0.26
H127 -2.64367 7.49613 -1.21015  0.32
H128 8.73553 1.33528 2.13360  0.12
H129 -0.42142 -3.88219 -1.33581  -0.15
H130 4.03661 5.08588 1.40408  0.41
H131 -6.47249 2.81171 -1.15046  0.10
H132 4.19840 -3.49688 -2.06245  0.26
H133 -4.93146 -5.18457 -0.45350  0.45
H134 -8.59262 0.36173 3.66142  0.39
H135 -4.13614 2.29377 -2.83330  -0.08
H136 -3.65427 -8.12628 2.72236  0.37
H137 -2.36275 1.92931 3.81551  0.31
H138 -3.68185 -3.87465 -0.56466  -0.13
H139 -2.03891 -2.04225 0.47858  -0.33
H140 0.01169 -0.44276 -5.68090  0.41
H141 0.35841 -6.86045 5.96310  0.40
H142 6.60921 0.94110 3.21283  -0.32
H143 5.49909 2.92408 -3.88731  0.21
H144 3.51116 3.66336 3.33020  0.05
H145 0.00144 0.97034 -2.04669  -0.14
H146 -5.09958 -3.03025 -2.61724  0.28
H147 2.10728 -1.81147 -6.30655  0.29
H148 4.30572 1.61153 1.70833  0.27
H149 4.68590 0.52316 -2.22058  0.02
H150 -7.74319 1.97358 1.47891  0.25
H151 3.11842 -4.67880 -0.58397  -0.12
H152 -3.02984 -4.38808 3.35315  0.40
H153 2.69891 -3.59379 3.15164  0.54
H154 5.80291 0.23131 4.60376  0.39
H155 -2.37669 1.69353 -5.37910  0.30
H156 -4.04951 0.80653 0.42426  -0.73
H157 -0.76048 2.83084 -0.59612  -0.79
H158 8.10544 -0.88015 3.88532  0.28
H159 -2.55665 6.70279 0.38485  0.33
H160 -8.36374 2.67581 -0.99642  0.49
H161 6.80013 3.88760 -0.84542  -0.04
H162 -5.01573 2.29736 -5.87628  0.33
H163 2.83307 -6.29079 -0.18354  0.60
H164 2.41094 5.85517 -0.50407  0.43

Cartesian forces (eV/Å) of the 6 atoms listed first:
-0.706 -0.124 0.244
0.058 -0.905 0.084
-0.324 1.077 0.895
-1.028 -0.124 -0.694
0.896 -1.546 -0.464
0.291 -0.814 1.020

2.
A molecular structure, Cl2HNS in a non-equilibrium geometry. Source: the OMol25 dataset; level of theory: the ωB97M-V functional and the def2-TZVPD basis.

Summary:
HOMO energy (spin up / spin down), eV: -9.18 / -9.82
Orbital gap (spin up / spin down), hartree: 0.2725 / 0.2893
Energy relative to the best compared isomer or geometry (same formula, charge and spin), kcal per mole: 120.0
Net charge: 0

Last column: Mulliken charge in e.
Positions of all 5 atoms, in Å:
Cl1 0.21825 0.39886 -2.21786  -0.04
Cl2 0.41816 1.25746 0.55224  0.07
S1 0.42471 -1.50713 0.29799  0.01
N1 0.61718 -0.08023 -0.36911  -0.05
H1 -1.67830 -0.06896 1.73673  0.01

Cartesian forces, eV/Å:
0.182 -0.752 1.709
-0.128 1.666 0.643
-0.309 -0.386 -0.492
0.211 -0.391 -1.796
0.044 -0.137 -0.064

3.
2 unconnected molecules or ions with the total composition C2H6P2 in a non-equilibrium geometry. Source: the OMol25 dataset; level of theory: the ωB97M-V functional and the def2-TZVPD basis.

Summary:
HOMO energy, eV: -8.51
Orbital gap, hartree: 0.2960
Energy relative to the best compared isomer or geometry (same formula, charge and spin), kcal per mole: 68.2
Net charge: 0

Last column: Mulliken charge in e.
Positions of all 10 atoms, in Å:
P1 2.51547 -0.12189 -0.26418  0.03
P2 -1.13744 -1.01441 -0.35051  0.00
C1 -0.90537 0.78939 -0.50738  -0.50
C2 0.00901 0.20498 0.43509  -0.49
H1 0.08549 0.15840 1.44509  0.39
H2 2.25602 -0.94836 0.84778  0.03
H3 -2.10070 -0.84218 0.69508  0.02
H4 1.64299 -1.10328 -0.84486  0.05
H5 -0.76627 1.28969 -1.45312  0.28
H6 -1.59920 1.58765 -0.00299  0.20

Cartesian forces (eV/Å) of the 6 atoms listed first:
-3.882 -0.416 0.738
-0.253 -0.054 0.283
-2.374 3.622 1.434
3.115 -1.357 -3.866
-0.028 0.877 2.723
0.715 -0.011 0.499